{
  "formula": "C40H42I2N14OPRbSTe",
  "method": "wB97M-V/def2-TZVPD",
  "largest_force_ev_per_a": 0.24,
  "total_energy_ev": -109347.9791,
  "relative_energy_ev": 0.513,
  "lumo_energy_ev": 3.11,
  "total_charge": -2,
  "homo_energy_ev": -1.712,
  "elements": ["Rb", "I", "C", "C", "C", "I", "C", "O", "C", "C", "N", "C", "C", "C", "C", "C", "C", "N", "C", "H", "H", "H", "H", "H", "H", "H", "H", "H", "H", "H", "C", "N", "C", "C", "N", "C", "P", "C", "N", "C", "C", "N", "C", "C", "N", "C", "C", "N", "C", "H", "H", "H", "H", "H", "H", "H", "H", "H", "H", "H", "H", "H", "H", "H", "C", "C", "N", "C", "N", "C", "C", "C", "N", "C", "H", "H", "H", "H", "H", "H", "H", "H", "H", "H", "H", "H", "H", "Te", "C", "C", "C", "C", "S", "H", "H", "H", "N", "C", "C", "C", "N", "C", "N"],
  "coordinates": [[0.2392, 0.5218, -0.3804], [8.6284, 2.7757, -1.7600], [6.6968, 2.0210, -1.4494], [5.6386, 2.4989, -2.2058], [4.3726, 2.0009, -1.9680], [2.7612, 2.6763, -3.1111], [4.0746, 1.0238, -0.9703], [2.8929, 0.6339, -0.7198], [5.2193, 0.5260, -0.2596], [5.0567, -0.6223, 0.7180], [3.9501, -0.5645, 1.6682], [3.8453, 0.7148, 2.3496], [2.6169, 0.7210, 3.2173], [2.6685, 1.0601, 4.5652], [1.5028, 1.0362, 5.3138], [0.3204, 0.6646, 4.6973], [0.3609, 0.3443, 3.3474], [1.4725, 0.3793, 2.6199], [6.4814, 1.0395, -0.4902], [5.7938, 3.2498, -2.9684], [5.9937, -0.7291, 1.2775], [4.9190, -1.5493, 0.1520], [3.0934, -0.6820, 1.1350], [3.7745, 1.5606, 1.6488], [4.7348, 0.8735, 2.9673], [3.6153, 1.3330, 5.0133], [1.5196, 1.3007, 6.3648], [-0.6180, 0.6322, 5.2370], [-0.5427, 0.0610, 2.8194], [7.3166, 0.6547, 0.0858], [-3.1551, -3.9977, 1.5637], [-1.7429, -3.7698, 1.7728], [-1.1400, -3.5138, 2.9807], [0.1839, -3.3364, 2.7050], [0.4084, -3.4592, 1.3588], [-0.7648, -3.7089, 0.8230], [-1.0681, -4.0558, -0.9449], [0.5024, -3.4204, -1.5837], [0.8603, -2.1595, -1.6650], [2.1235, -2.1553, -2.1800], [2.5290, -3.4378, -2.4167], [1.4870, -4.2429, -2.0469], [1.4838, -5.6867, -2.0909], [-2.2335, -2.7052, -1.2663], [-2.2313, -1.5308, -0.6646], [-3.3304, -0.8700, -1.1269], [-4.0166, -1.6670, -2.0009], [-3.3360, -2.8480, -2.0585], [-3.6657, -3.9496, -2.9441], [-3.5147, -4.7580, 2.2579], [-3.3186, -4.3514, 0.5476], [-3.7252, -3.0775, 1.7004], [-1.7030, -3.4730, 3.8980], [0.9869, -3.1094, 3.3870], [2.6534, -1.2334, -2.3526], [3.4297, -3.8426, -2.8443], [2.0568, -6.0154, -2.9561], [0.4616, -6.0427, -2.1999], [1.9175, -6.1080, -1.1820], [-3.5613, 0.1302, -0.7953], [-4.9056, -1.5001, -2.5840], [-4.7482, -3.9885, -3.0609], [-3.3148, -4.8831, -2.5068], [-3.1684, -3.8081, -3.9064], [-2.9796, 4.1392, 4.1226], [-1.7079, 3.9807, 3.3135], [-1.7755, 2.7765, 2.5107], [-2.5763, 1.7077, 2.7942], [-2.6669, 0.7634, 1.9193], [-3.5021, -0.3693, 2.2641], [-3.4176, -0.7031, 3.7470], [-3.8416, 0.5178, 4.5400], [-3.1893, 1.7084, 4.0331], [-3.1901, 2.8632, 4.9109], [-3.8203, 4.3086, 3.4462], [-2.9119, 4.9992, 4.7892], [-0.8435, 3.9424, 3.9895], [-1.5646, 4.8295, 2.6480], [-1.5904, 2.8774, 1.5201], [-3.1699, -1.2144, 1.6593], [-4.5530, -0.1792, 1.9944], [-2.3825, -0.9629, 3.9881], [-4.0486, -1.5557, 4.0126], [-3.5807, 0.4038, 5.5996], [-4.9329, 0.6402, 4.4910], [-2.4030, 2.7648, 5.6747], [-4.1488, 2.8826, 5.4398], [-0.6174, -2.7510, -4.8889], [-1.5611, -2.0907, -6.6512], [-1.3434, -0.9359, -7.3564], [-2.1863, -0.7792, -8.4935], [-3.0516, -1.8170, -8.6602], [-2.8226, -2.9855, -7.4178], [-0.5992, -0.2138, -7.0517], [-2.1490, 0.0771, -9.1547], [-3.7951, -1.9536, -9.4297], [-1.3945, 3.8647, -0.2938], [-2.0042, 4.8491, -0.2529], [-2.7536, 6.0330, -0.1297], [-3.0920, 6.5110, 1.1513], [-3.3678, 6.9046, 2.2055], [-3.1927, 6.7368, -1.2718], [-3.5657, 7.3287, -2.1924]],
  "mulliken_charge": [0.629, -0.051, -0.335, -0.378, -0.379, 0.010, -0.151, -0.190, 1.120, -1.499, -0.321, -0.121, 0.240, -0.784, -0.740, -0.468, -0.662, 0.317, -0.579, 0.325, 0.426, 0.363, 0.127, 0.163, 0.342, 0.369, 0.395, 0.393, 0.644, 0.315, -0.701, 0.442, -0.245, -1.062, -0.335, 0.185, -0.578, -0.308, 0.588, -0.771, -0.588, 0.498, -1.042, -0.741, 0.705, -0.484, -0.993, 0.612, -0.884, 0.450, 0.270, 0.176, 0.577, 0.434, 0.458, 0.517, 0.385, 0.367, 0.289, 0.513, 0.493, 0.378, 0.313, 0.114, -0.700, -0.791, 0.601, -0.291, -0.148, 0.497, -0.067, -1.085, 0.427, -0.703, 0.269, 0.374, 0.194, 0.343, 0.063, -0.985, 0.310, -0.186, 0.459, 0.448, 0.406, 0.275, 0.481, -0.219, -0.025, -0.485, -0.427, -0.493, -0.192, 0.396, 0.325, 0.347, -0.622, 0.294, 0.181, 0.338, -0.587, 0.028, -0.602]
}

***

{
  "formula": "C24H25CuN5OS4",
  "method": "wB97M-V/def2-TZVPD",
  "largest_force_ev_per_a": 0.75,
  "total_energy_ev": -122774.6144,
  "spin_multiplicity": 2,
  "lumo_energy_ev": [4.47, 4.45],
  "total_charge": -2,
  "homo_energy_ev": [-1.700, -1.620],
  "elements": ["Cu", "C", "S", "C", "S", "N", "N", "C", "C", "C", "C", "C", "C", "N", "H", "H", "H", "H", "H", "H", "H", "H", "S", "C", "C", "N", "C", "S", "C", "N", "C", "C", "C", "C", "C", "C", "C", "C", "C", "C", "C", "C", "O", "H", "H", "H", "H", "H", "H", "H", "H", "H", "H", "H", "H", "H", "H", "H", "H", "H"],
  "coordinates": [[0.4583, -0.0330, 0.7532], [-2.6834, -3.9762, -1.3833], [-3.4905, -2.4672, -0.8319], [-2.2617, -1.7225, 0.2187], [-0.6418, -2.2515, 0.2698], [-2.7622, -0.7236, 0.8768], [-1.7868, -0.0240, 1.5873], [-2.0964, 0.1617, 2.8084], [-1.2226, 0.9332, 3.7121], [-0.9983, 0.4763, 5.0089], [-0.0722, 1.1384, 5.7930], [0.5762, 2.2430, 5.2635], [0.2437, 2.6494, 3.9789], [-0.6441, 2.0243, 3.2176], [-3.2166, -4.3076, -2.2745], [-2.7115, -4.7578, -0.6249], [-1.6506, -3.7566, -1.6462], [-3.0023, -0.2919, 3.2156], [-1.4937, -0.4209, 5.3561], [0.1697, 0.7799, 6.7857], [1.3400, 2.7704, 5.8189], [0.7327, 3.5047, 3.5255], [1.3868, -1.0055, 2.6318], [2.5664, 0.1900, 3.1014], [3.3168, -0.0759, 4.2841], [3.8926, -0.2972, 5.2598], [2.7830, 1.3420, 2.3943], [1.8627, 1.7845, 0.9929], [3.7821, 2.2629, 2.8264], [4.5934, 3.0135, 3.1577], [-2.3773, 1.8269, -1.0799], [-1.8390, 1.6755, -2.4971], [-0.8198, 2.7843, -2.7904], [-1.2487, 0.3258, -2.8607], [-1.7834, -0.3709, -3.9339], [-1.1573, -1.4882, -4.4683], [0.0841, -1.8507, -3.9616], [0.6636, -1.1887, -2.8893], [2.1089, -1.5022, -2.5317], [2.9786, -0.2423, -2.6318], [2.3531, -2.1974, -1.1945], [-0.0641, -0.1529, -2.2337], [0.4066, 0.4228, -1.1612], [-2.8113, 2.8256, -0.9625], [-1.5830, 1.7159, -0.3442], [-3.1419, 1.0857, -0.8563], [-2.6860, 1.8196, -3.1833], [0.0256, 2.6942, -2.1080], [-1.2747, 3.7698, -2.6561], [-0.4434, 2.7105, -3.8137], [-2.7137, -0.0153, -4.3689], [-1.6053, -2.0382, -5.2886], [0.6374, -2.6647, -4.4241], [2.4510, -2.1928, -3.3156], [2.6489, 0.4950, -1.9012], [2.9133, 0.1995, -3.6291], [4.0256, -0.4862, -2.4289], [2.2854, -1.5024, -0.3579], [3.3612, -2.6231, -1.1854], [1.6356, -2.9981, -1.0195]],
  "mulliken_spin": [0.558, 0.003, 0.005, -0.002, 0.089, 0.007, 0.002, 0.002, -0.008, 0.000, 0.001, -0.001, 0.000, 0.000, 0.000, 0.000, -0.003, 0.000, 0.000, 0.000, 0.000, 0.001, 0.170, -0.002, -0.021, 0.005, -0.006, 0.171, -0.019, 0.004, 0.000, 0.001, 0.001, 0.006, -0.006, 0.009, -0.008, 0.007, 0.000, 0.003, 0.003, 0.002, 0.035, 0.000, -0.002, 0.000, 0.000, 0.000, 0.000, 0.000, 0.000, 0.001, 0.000, 0.000, -0.003, 0.000, 0.000, -0.005, 0.000, 0.001]
}

***

{
  "formula": "C23H23F3N4O2",
  "method": "wB97M-V/def2-TZVPD",
  "largest_force_ev_per_a": 1.59,
  "total_energy_ev": -42432.7510,
  "relative_energy_ev": 0.930,
  "smiles": "O=C(Nc1ccnn1C1CCN(Cc2ccccc2OC(F)F)CC1)c1cccc(F)c1",
  "lumo_energy_ev": 0.32,
  "homo_energy_ev": -8.522,
  "elements": ["O", "C", "N", "C", "C", "C", "N", "N", "C", "C", "C", "N", "C", "C", "C", "C", "C", "C", "C", "O", "C", "F", "F", "C", "C", "C", "C", "C", "C", "C", "F", "C", "H", "H", "H", "H", "H", "H", "H", "H", "H", "H", "H", "H", "H", "H", "H", "H", "H", "H", "H", "H", "H", "H", "H"],
  "coordinates": [[-0.0720, 3.4496, 2.8482], [0.1924, 2.4475, 2.2241], [0.2265, 2.3781, 0.8589], [-0.0526, 3.4255, -0.0082], [-0.3206, 4.7549, 0.2522], [-0.5247, 5.3175, -1.0125], [-0.3936, 4.4172, -1.9640], [-0.1086, 3.2605, -1.3566], [0.1130, 2.0916, -2.1784], [1.5626, 1.5974, -2.0881], [1.7312, 0.3287, -2.9380], [0.7975, -0.7249, -2.6001], [1.0833, -1.3612, -1.3208], [0.1976, -2.5561, -1.0988], [0.3384, -3.6758, -1.9057], [-0.4591, -4.7911, -1.7260], [-1.4095, -4.7960, -0.7221], [-1.5746, -3.6881, 0.0928], [-0.7789, -2.5719, -0.1019], [-0.8958, -1.3922, 0.6666], [-1.8454, -1.2844, 1.5991], [-1.7259, -2.1985, 2.5927], [-3.0977, -1.4469, 1.1075], [-0.5654, -0.2568, -2.7519], [-0.8938, 0.9712, -1.8897], [0.4767, 1.1338, 2.8833], [1.3723, 0.1999, 2.3691], [1.5714, -1.0077, 3.0159], [0.8889, -1.3006, 4.1835], [0.0250, -0.3508, 4.7013], [-0.6278, -0.6172, 5.8457], [-0.1892, 0.8615, 4.0747], [0.3913, 1.4757, 0.4401], [-0.3604, 5.2251, 1.2106], [-0.7588, 6.3337, -1.2584], [-0.0600, 2.4485, -3.2009], [1.8430, 1.3848, -1.0552], [2.2323, 2.3772, -2.4532], [1.5691, 0.5795, -3.9903], [2.7484, -0.0564, -2.8344], [0.9808, -0.6859, -0.4602], [2.1238, -1.6995, -1.3639], [1.0834, -3.6531, -2.6858], [-0.3371, -5.6531, -2.3634], [-2.0348, -5.6609, -0.5647], [-2.3265, -3.7158, 0.8642], [-1.7822, -0.2820, 2.0528], [-0.7024, -0.0050, -3.8076], [-1.2451, -1.0751, -2.5074], [-1.9009, 1.3220, -2.1187], [-0.8822, 0.6770, -0.8395], [1.9510, 0.4221, 1.4842], [2.2642, -1.7272, 2.6071], [1.0219, -2.2397, 4.6953], [-0.8604, 1.5934, 4.4964]],
  "mulliken_charge": [-0.645, 0.477, 0.346, 0.571, -0.875, -0.445, -1.515, 1.309, -0.794, 0.037, -1.130, 0.058, 0.113, -0.367, -0.423, -0.769, -0.609, -1.106, 0.958, 0.232, 0.419, -0.278, -0.281, -1.224, 0.284, 0.060, -0.516, -0.568, -0.585, 0.485, -0.355, -0.668, -0.341, 0.476, 0.457, 0.314, 0.046, 0.359, 0.467, 0.467, -0.490, 0.745, 0.498, 0.399, 0.418, 0.450, 0.153, 0.521, 0.543, 0.368, -0.209, 0.770, 0.424, 0.453, 0.519]
}